Here is 12 unconnected molecules or ions with the total composition C4H35N3O11 from OMol25. Energies are from ωB97M-V/def2-TZVPD.

XYZ file:
```
53
Properties=species:S:1:pos:R:3:forces:R:3
N -2.159742 0.077969 -1.964902 0.61 -0.49 0.30
C -0.901682 0.836877 -1.875908 -0.72 0.52 -0.27
C -0.292886 0.783083 -0.492728 0.56 -0.88 -0.32
N 0.745623 -0.274925 -0.305687 0.15 1.24 1.00
C 1.503611 0.063908 0.963944 0.04 -0.91 -1.28
C 1.390050 -0.884814 2.131142 -0.59 0.70 0.72
N 0.040985 -1.030774 2.736290 0.21 0.36 -0.40
H -2.324970 -0.195434 -2.928749 -0.07 0.25 -0.06
H -1.934878 -0.813036 -1.516132 -0.58 0.06 0.03
H -1.122052 1.869344 -2.113104 -0.18 0.51 0.14
H -0.198193 0.569093 -2.654806 0.54 -0.35 0.03
H 0.256321 1.676687 -0.280283 0.00 0.74 -0.22
H -1.058801 0.780491 0.282953 -0.20 -0.38 0.01
H 0.384938 -1.218268 -0.236599 -0.20 0.04 -0.14
H 2.556168 0.065620 0.670614 0.16 0.07 0.30
H 1.242894 1.080824 1.248715 -0.06 -0.02 0.23
H 1.688900 -1.880347 1.930372 0.79 -0.76 -0.69
H 2.122869 -0.466016 2.820054 -0.08 -0.15 0.51
H -0.593620 -0.378888 2.301284 -0.23 0.29 -0.03
H 0.056038 -0.734802 3.702263 -0.01 -0.15 0.13
O 3.631124 -0.270675 -1.975763 -0.16 0.36 0.10
H 4.321845 -0.325269 -1.308370 0.10 -0.16 -0.03
H 2.820134 -0.225027 -1.445505 0.06 -0.34 0.08
O 0.977495 4.356362 -0.068741 0.73 -0.05 -0.34
H 1.474373 3.806263 -0.716968 -0.74 0.10 0.11
H 1.665627 4.367147 0.606680 -0.24 0.27 0.36
O 2.447396 2.345616 -1.007763 0.21 0.16 -0.07
H 2.072760 1.461585 -1.095736 -0.05 0.02 -0.10
H 3.226319 2.360198 -1.569412 0.09 -0.21 -0.15
O -3.555352 2.004436 0.324446 -0.21 -0.14 -0.17
H -3.745579 1.685153 -0.568929 0.00 -0.04 0.03
H -2.653348 1.699836 0.452638 0.20 0.18 0.11
O -1.343776 -2.820152 -1.711085 0.34 0.13 1.06
H -0.500787 -2.850194 -2.190294 -0.46 0.13 -0.80
H -2.128329 -3.103990 -2.180253 0.36 -0.25 -0.39
O -2.678369 0.402480 2.888317 0.05 0.32 0.30
H -3.037138 0.158472 3.746574 -0.02 -0.14 -0.01
H -2.903871 1.335719 2.792380 0.03 0.03 -0.18
O 2.368121 -2.850373 -0.333767 -0.14 -0.12 0.29
H 1.591090 -3.150917 0.193537 0.17 0.04 -0.28
H 2.841775 -3.665320 -0.522323 0.08 0.05 -0.12
O -3.082733 -1.303431 0.706467 -0.30 -0.29 -0.62
H -3.571660 -0.472416 0.731593 0.01 0.00 0.05
H -2.366424 -1.156036 1.316498 0.20 0.04 0.52
O -0.084160 -3.537788 0.697512 0.20 0.32 0.02
H -0.513391 -3.277460 -0.139574 -0.44 -0.22 0.25
H -0.360871 -2.884399 1.359724 -0.08 -0.11 0.10
O 0.999141 -1.764206 -2.888308 0.54 1.01 -0.08
H 0.934146 -0.937610 -3.386589 -0.58 -0.45 -0.70
H 1.571798 -1.365389 -2.210632 -0.06 -1.18 0.54
O -0.731470 2.935261 1.661912 0.06 1.02 -0.04
H -0.551138 3.632038 0.994801 0.04 -0.77 -0.39
H -0.536323 3.483495 2.428200 -0.15 -0.40 0.60
```
Forces are in eV/Å.

Values from the calculation:
multiplicity	1
net charge	0
SMILES string	NCCNCCN.O.O.O.O.O.O.O.O.O.O.O
DFT total energy	-1165.2871	Ha
orbital gap	0.3523	Ha
LUMO level	0.0094	Ha
highest occupied orbital energy	-9.329	eV

Here are the Mulliken charges for atoms 1 to 5, given in e: -0.414 -1.208 1.082 1.171 -0.316

***

Here is 14 unconnected molecules or ions with the total composition C4H35NO13 from OMol25. Energies are from ωB97M-V/def2-TZVPD.

XYZ file:
```
53
Properties=species:S:1:pos:R:3:forces:R:3
C -0.054408 3.678222 -0.684813 0.09 1.31 0.79
N 0.441475 2.365032 -1.022296 -0.08 0.02 0.07
C 1.358597 2.351947 -2.191148 -0.88 0.44 1.45
C 3.308381 0.805683 -2.628098 1.11 0.04 0.40
C 2.162414 1.085820 -2.040978 -0.69 0.60 -0.79
H -0.580246 4.306804 -1.420764 -0.11 -0.71 -0.47
H 0.785411 4.323064 -0.401553 0.19 -0.23 0.04
H -0.688783 3.673036 0.204017 -0.07 -0.34 -0.08
H -0.332288 1.722259 -1.154381 -0.10 0.19 -0.50
H 0.744650 2.535333 -3.077182 0.49 -0.44 -0.49
H 1.973011 3.239424 -2.022752 0.25 -0.09 -0.35
H 3.931612 -0.035030 -2.342862 -0.41 -0.29 -0.05
H 3.848603 1.511090 -3.251355 -0.40 0.12 -0.21
H 1.665353 0.458384 -1.319550 0.34 -0.69 0.07
H -1.218431 -2.519818 2.681593 -0.16 -0.37 -0.08
H -1.507488 -1.573130 3.758779 -0.23 0.01 0.40
O -1.901867 -2.351047 3.344481 0.55 0.27 -0.34
H 0.038308 -4.343859 -0.301852 -0.13 0.13 -0.12
H -1.471187 -4.628050 -0.263240 0.08 0.20 -0.13
O -0.632900 -4.866785 0.139201 0.05 -0.29 0.36
H 3.567946 0.980981 0.222337 -0.29 -0.18 -0.25
H 2.983268 -0.386229 0.727324 -0.16 0.14 -0.47
O 3.772982 0.165660 0.690108 0.28 -0.13 0.59
H -0.293951 -0.986912 -2.427401 0.26 0.01 -0.11
H -0.024835 -0.534344 -3.874047 0.10 0.12 0.11
O -0.691557 -0.536535 -3.179340 -0.33 0.13 0.00
H -1.039814 -2.744920 -3.198488 0.05 0.02 -0.04
H 0.126496 -3.759211 -3.171862 -0.11 -0.06 -0.12
O -0.454363 -3.237108 -2.609761 0.17 -0.15 0.29
H -3.226885 3.330403 1.584981 -0.41 0.77 -0.09
H -2.214172 2.561781 2.180791 0.23 0.60 0.78
O -2.445639 3.513044 2.119017 0.05 -1.08 -0.58
H -0.322766 0.564593 0.392441 0.19 0.01 0.06
H -0.932077 -0.856581 0.424359 -0.15 0.02 0.03
O -0.597040 -0.148408 0.984496 0.25 0.01 -0.03
H -2.769657 0.215010 3.226245 -0.63 0.17 0.20
H -1.895228 0.574031 2.114935 -0.32 -0.10 -0.55
O -2.804223 0.751078 2.425967 0.82 -0.35 0.23
H 1.026601 -2.559101 -1.159060 -0.37 -0.55 -0.57
H 2.386914 -2.917152 -0.466350 -0.12 -0.18 -0.20
O 1.721609 -2.237544 -0.596936 0.45 0.74 0.68
H -3.490471 0.197956 -1.256144 0.14 -0.20 -0.02
H -2.467182 0.295220 -2.443011 0.02 -0.24 0.06
O -3.186171 0.742672 -1.986780 -0.07 0.44 0.00
H -3.178303 -3.111200 1.332702 -0.24 -0.90 -0.06
H -3.646838 -3.518197 -0.222363 -0.06 -0.80 0.74
O -3.402044 -2.871434 0.433429 0.33 1.80 -0.66
H 3.081408 0.867858 2.385790 0.56 -0.19 0.49
H 2.131411 1.937929 2.645443 -0.20 0.21 0.57
O 2.704626 1.342968 3.150227 0.07 0.28 -1.22
H 1.289278 -0.421403 4.075894 0.02 0.01 -0.07
H 1.539006 0.872521 4.760914 0.03 0.10 -0.09
O 0.881451 0.174205 4.708904 -0.48 -0.38 0.35
```
Forces are in eV/Å.

Values from the calculation:
multiplicity	1
net charge	0
DFT total energy	-1206.2000	Ha
orbital gap	0.3261	Ha
LUMO level	-0.0218	Ha
highest occupied orbital energy	-9.467	eV

Here are the Mulliken charges for atoms 1 to 5, given in e: -1.160 0.002 -0.550 -0.801 -0.125

***

Here is 13 unconnected molecules or ions with the total composition C4H36NO13S from OMol25. Energies are from ωB97M-V/def2-TZVPD.

XYZ file:
```
55
Properties=species:S:1:pos:R:3:forces:R:3
C 1.423682 1.605898 1.227520 -1.34 0.60 -1.29
O 0.882770 2.920113 1.059379 0.32 0.01 0.31
C 0.396090 0.900492 2.095962 1.69 0.31 1.60
C 0.690664 1.312309 3.557794 -0.92 -0.88 0.35
C -0.600636 1.143614 4.381876 1.06 0.66 0.90
S -1.213644 -0.545608 4.527916 -0.63 -0.51 -0.66
N 0.562189 -0.570604 1.892635 -0.47 -0.70 -0.72
H 2.430393 1.640661 1.659962 -0.19 -0.31 -0.11
H 1.396242 1.138160 0.235578 0.53 0.01 0.26
H 1.614327 3.526606 0.937498 0.07 0.23 -0.06
H -0.612495 1.249877 1.891339 -0.01 -0.40 -0.68
H 1.053584 2.345128 3.564233 -0.37 -0.06 0.00
H 1.464669 0.710420 4.035960 0.25 -0.17 -0.33
H -1.304170 1.872307 3.966666 -0.46 -0.54 0.43
H -0.432640 1.303465 5.450633 0.08 1.02 -0.36
H -0.638310 -0.873611 5.688468 0.13 0.20 0.05
H 0.843381 -0.768862 0.922474 0.22 0.07 0.03
H 1.302743 -1.003821 2.446751 -0.01 0.29 0.05
H -0.246051 -1.189819 2.054395 -0.15 0.32 0.32
H -2.287045 -2.937186 3.392263 -0.09 0.08 -0.21
H -2.827810 -2.421601 2.034263 0.10 -0.02 0.24
O -2.090033 -2.899198 2.448876 -0.07 0.06 -0.35
H -0.357735 0.274694 -1.359359 -0.33 -0.29 0.25
H -1.712041 0.940135 -1.506878 -0.35 0.01 0.11
O -1.230540 0.327101 -0.932286 0.60 0.19 -0.32
H 1.338187 -3.623904 2.834337 0.15 0.14 0.07
H 0.396347 -4.004293 1.744563 -0.08 0.36 -0.33
O 0.933807 -3.258344 2.039272 0.23 -0.43 0.50
H 2.056165 1.559556 -3.921463 0.48 -0.07 -0.11
H 1.782616 0.098908 -3.735808 0.24 0.15 0.53
O 2.434979 0.788523 -3.472212 -0.88 0.30 -0.59
H 3.360028 1.565921 -2.043422 0.47 -0.35 0.47
H 4.681216 0.881355 -1.768104 0.28 0.02 -0.06
O 4.022819 1.426762 -1.330126 -0.59 0.19 -0.19
H -4.224350 0.007605 0.557607 -0.12 0.06 -0.06
H -2.771233 -0.397195 0.264427 0.05 0.09 -0.14
O -3.484356 -0.490281 0.908139 0.26 -0.26 0.23
H -1.994617 2.096689 -3.411011 -0.29 0.12 0.06
H -3.497237 2.179101 -3.560834 -0.23 0.01 0.11
O -2.819603 1.670136 -3.107855 0.34 -0.17 -0.16
H -0.645254 -0.908981 -3.770175 -0.08 -0.28 -0.17
H 0.629612 -1.697158 -4.207491 -0.44 0.48 0.35
O 0.322652 -0.955619 -3.649832 0.43 -0.52 -0.27
H -0.890987 -3.880903 -0.290990 -0.24 0.41 -1.03
H -0.018003 -3.098773 -1.471748 -1.02 -0.32 -0.04
O -0.069636 -3.480752 -0.593585 1.07 0.04 0.95
H 0.099103 2.340281 -3.264853 0.42 0.21 0.19
H -0.047570 3.891886 -3.485422 0.08 -0.16 0.16
O -0.457832 3.032486 -3.625303 -0.24 -0.17 -0.32
H 3.191036 0.079839 -0.421377 -0.11 -0.30 0.12
H 2.805070 -1.395722 -0.689788 0.04 0.07 0.26
O 2.735105 -0.699775 -0.021475 0.03 -0.04 -0.40
H -3.009511 -0.546674 -3.703193 -0.13 0.02 -0.14
H -2.924964 -1.903616 -4.503983 -0.39 -0.06 -0.19
O -2.441175 -1.277724 -3.972215 0.63 0.26 0.38
```
Forces are in eV/Å.

Values from the calculation:
multiplicity	1
net charge	+1
DFT total energy	-1604.8630	Ha
orbital gap	0.3477	Ha
LUMO level	-0.0884	Ha
highest occupied orbital energy	-11.868	eV

Here are the Mulliken charges for atoms 1 to 5, given in e: -0.364 -0.579 0.120 -0.812 -0.859

***

Q: Which of these has the highest net charge?
A: C4H36NO13S